# C5H6BrINO

A gas-phase ion, C5H6BrINO (charge +1) (the ωB97M-V functional and the def2-TZVPD basis, the OMol25 dataset).

```
! wB97M-V def2-TZVPD RIJCOSX def2/J DEFGRID3
* xyz 1 1
C 1.126 -1.859 -0.588
C 0.768 -0.650 -0.999
C -0.911 -2.252 0.494
C 0.325 -2.717 0.181
C -0.577 -0.034 -0.805
N -0.606 1.055 0.202
O -1.500 -1.022 0.179
Br 1.109 -4.340 0.730
I -1.726 0.482 -2.525
H 2.172 -2.047 -0.654
H 1.460 -0.039 -1.514
H -1.635 -2.643 1.211
H -0.469 0.539 1.207
H -1.589 1.310 0.393
H 0.001 1.897 0.073
*
```

The HOMO-LUMO gap is 0.3040 Eh. The calculation puts the HOMO energy at -12.4 eV. The calculation puts the largest force on an atom at 4.2 eV Å⁻¹.

Atom charges from the natural (NBO) analysis, given in e for atoms 1 to 4: number 1, C, carries -0.121; number 2, C, carries -0.361; number 3, C, carries 0.186; number 4, C, carries -0.252